Below is C27H23BrMnN4O3 as an isolated structure at a distorted geometry, with properties calculated with wB97M-V/def2-TZVPD.

Values from the calculation:
2S+1: 6
Strongest force on any atom in eV Å⁻¹: 3.28
Energy relative to the best compared isomer or geometry (same formula, charge and spin) in kJ/mol: 9.7
Frontier orbital gap (spin up / spin down) in hartree: 0.223 / 0.248
<S²>: 8.76

Each line ends with the Löwdin charge.
Geometry (Å):
1 Mn -0.036 0.222 0.090  0.836
2 C -3.454 -0.051 -2.564  -0.051
3 C -2.236 0.403 -2.090  -0.107
4 N -1.412 -0.351 -1.345  0.037
5 C -1.775 -1.634 -1.060  -0.159
6 C -3.005 -2.176 -1.520  -0.166
7 C -3.854 -1.344 -2.280  0.008
8 C -3.325 -3.503 -1.196  -0.058
9 C -2.429 -4.263 -0.471  -0.085
10 C -1.236 -3.739 0.003  -0.014
11 C -0.874 -2.401 -0.245  -0.190
12 N 0.211 -1.676 0.207  -0.042
13 C 1.219 -2.071 1.061  -0.179
14 C 1.506 -3.316 1.647  -0.014
15 C 2.581 -3.479 2.509  -0.086
16 C 3.430 -2.441 2.825  -0.056
17 C 3.220 -1.175 2.256  -0.162
18 C 4.055 -0.063 2.492  0.009
19 C 3.762 1.142 1.882  -0.045
20 C 2.635 1.249 1.086  -0.091
21 N 1.809 0.217 0.860  0.017
22 C 2.106 -0.995 1.397  -0.140
23 H -4.074 0.604 -3.155  0.106
24 H -1.893 1.405 -2.311  0.104
25 H -4.799 -1.731 -2.624  0.115
26 H -4.266 -3.910 -1.529  0.104
27 H -2.665 -5.294 -0.254  0.105
28 H -0.608 -4.395 0.576  0.073
29 H 0.902 -4.182 1.455  0.073
30 H 2.753 -4.454 2.941  0.104
31 H 4.256 -2.580 3.504  0.105
32 H 4.910 -0.174 3.141  0.116
33 H 4.392 2.005 2.026  0.105
34 H 2.367 2.181 0.605  0.114
35 C -3.788 1.602 1.155  -0.003
36 C -2.501 1.270 1.908  -0.504
37 C -2.726 1.232 3.417  -0.014
38 O -1.958 0.018 1.476  -0.054
39 C -1.440 2.374 1.536  -0.598
40 O -1.562 3.481 2.020  0.064
41 O -0.556 1.998 0.706  -0.122
42 H -4.563 0.864 1.362  0.088
43 H -3.605 1.629 0.081  0.076
44 H -4.134 2.579 1.479  0.095
45 H -3.536 0.543 3.658  0.083
46 H -2.975 2.228 3.773  0.088
47 H -1.816 0.896 3.910  0.092
48 H -2.647 -0.658 1.510  0.118
49 Br -0.071 5.421 -3.127  0.750
50 C 0.741 3.711 -2.968  -0.656
51 C 1.719 3.314 -3.872  -0.099
52 C 2.270 2.049 -3.697  -0.052
53 C 1.812 1.249 -2.664  -0.118
54 N 0.864 1.638 -1.804  0.044
55 C 0.351 2.860 -1.951  -0.189
56 H 2.033 3.967 -4.672  0.105
57 H 3.045 1.697 -4.361  0.107
58 H 2.208 0.256 -2.506  0.114
59 H -0.381 3.168 -1.218  0.098


Below is C27H23Cl2CoN5O3S as an isolated structure at a distorted geometry, with properties calculated with wB97M-V/def2-TZVPD.

Values from the calculation:
2S+1: 4
Strongest force on any atom in eV Å⁻¹: 1.39
Frontier orbital gap (spin up / spin down) in hartree: 0.225 / 0.232
<S²>: 3.84

Each line ends with the Löwdin charge.
Geometry (Å):
1 Co -1.113 -0.360 -0.853  0.211
2 C -2.564 2.422 -3.553  -0.016
3 C -2.304 1.196 -2.738  -0.245
4 N -1.434 1.199 -1.725  -0.092
5 N -0.899 2.308 -1.274  0.121
6 C -0.118 2.219 -0.241  -0.243
7 O 0.116 0.897 0.228  -0.111
8 C 0.277 3.378 0.501  -0.143
9 C 0.781 3.325 1.809  -0.017
10 C 0.967 4.487 2.529  -0.084
11 C 0.669 5.722 1.976  -0.089
12 C 0.195 5.789 0.672  -0.082
13 C 0.018 4.641 -0.063  -0.026
14 C -2.930 -0.059 -2.890  -0.207
15 C -3.902 -0.378 -3.857  -0.008
16 C -4.478 -1.623 -3.860  -0.063
17 C -4.090 -2.554 -2.888  -0.057
18 C -3.121 -2.189 -1.975  -0.115
19 N -2.548 -0.993 -1.955  -0.008
20 H -2.233 3.294 -2.993  0.065
21 H -3.619 2.525 -3.797  0.077
22 H -1.995 2.372 -4.482  0.091
23 H 1.004 2.386 2.286  0.083
24 H 1.329 4.424 3.545  0.099
25 H 0.804 6.627 2.549  0.100
26 H -0.049 6.747 0.235  0.104
27 H -0.340 4.690 -1.078  0.106
28 H -4.165 0.369 -4.589  0.108
29 H -5.220 -1.890 -4.595  0.106
30 H -4.520 -3.541 -2.850  0.101
31 H -2.797 -2.901 -1.227  0.105
32 Cl -0.755 -1.998 0.559  0.881
33 C -0.188 -3.343 -0.352  -0.621
34 C -0.292 -4.607 0.193  -0.113
35 C 0.042 -5.706 -0.576  -0.092
36 C 0.499 -5.525 -1.873  -0.115
37 C 0.663 -4.251 -2.379  -0.699
38 Cl 1.296 -4.059 -3.969  0.664
39 C 0.310 -3.106 -1.642  -0.727
40 S 0.516 -1.522 -2.292  0.639
41 H -0.634 -4.727 1.209  0.106
42 H -0.068 -6.697 -0.167  0.102
43 H 0.728 -6.375 -2.496  0.102
44 O 0.836 0.787 4.877  -0.046
45 C 2.235 0.580 4.847  -0.267
46 N 2.507 -0.813 4.709  0.101
47 C 2.584 -1.522 3.547  -0.450
48 O 2.699 -2.728 3.553  0.092
49 C 2.571 -0.736 2.279  -0.150
50 C 3.660 -0.836 1.392  -0.017
51 C 3.547 -0.214 0.141  -0.056
52 C 2.442 0.512 -0.183  -0.058
53 N 1.422 0.688 0.743  -0.069
54 C 1.467 -0.012 1.935  -0.054
55 H 0.638 1.651 5.252  0.090
56 H 2.692 0.936 5.780  0.131
57 H 2.682 1.120 3.997  0.125
58 H 2.409 -1.384 5.538  0.154
59 H 4.527 -1.409 1.670  0.112
60 H 4.344 -0.309 -0.578  0.113
61 H 2.305 1.015 -1.126  0.124
62 H 0.596 0.066 2.566  0.126


Below is C27H23Cl2N4O6PPtSe as an isolated structure at a distorted geometry, with properties calculated with wB97M-V/def2-TZVPD.

Values from the calculation:
2S+1: 3
Strongest force on any atom in eV Å⁻¹: 3.96
Energy relative to the best compared isomer or geometry (same formula, charge and spin) in kJ/mol: 232.7
Frontier orbital gap (spin up / spin down) in hartree: 0.248 / 0.148
<S²>: 2.02

Each line ends with the Löwdin charge.
Geometry (Å):
1 Pt -0.266 0.876 -0.205  0.974
2 O 4.004 0.341 3.999  0.123
3 C 4.361 -0.059 2.818  -0.489
4 O 5.425 -0.608 2.512  0.041
5 C 3.421 0.284 1.633  0.014
6 C 3.641 0.052 0.277  -0.591
7 Cl 4.669 -1.025 -0.515  0.855
8 N 2.602 0.485 -0.485  -0.054
9 N 1.617 1.001 0.392  -0.075
10 C 2.071 0.853 1.622  -0.106
11 C 1.211 1.258 2.784  -0.545
12 O 1.728 1.226 3.947  0.027
13 O 0.065 1.735 2.535  -0.070
14 C 2.656 0.685 -1.893  -0.205
15 C 1.608 0.409 -2.784  -0.026
16 C 1.668 0.859 -4.121  -0.076
17 C 2.801 1.480 -4.581  -0.091
18 C 3.974 1.480 -3.796  -0.077
19 C 3.881 1.216 -2.443  -0.049
20 H 3.038 0.715 3.973  0.025
21 H 0.729 -0.135 -2.499  0.051
22 H 0.748 0.809 -4.730  0.116
23 H 2.814 1.955 -5.549  0.100
24 H 4.953 1.558 -4.279  0.113
25 H 4.759 1.359 -1.786  0.107
26 Se -3.225 0.341 -1.906  1.242
27 N -2.230 0.380 -0.339  -0.487
28 C -2.931 -0.063 0.816  -0.237
29 C -2.531 -0.423 2.130  -0.008
30 C -3.467 -1.030 2.952  -0.038
31 C -4.810 -1.233 2.546  -0.039
32 C -5.300 -0.754 1.343  -0.016
33 C -4.331 -0.289 0.428  -0.374
34 N -4.673 -0.002 -0.821  -0.259
35 H -1.513 -0.212 2.370  0.086
36 H -3.126 -1.428 3.911  0.121
37 H -5.469 -1.800 3.188  0.112
38 H -6.334 -0.816 1.008  0.119
39 C -2.081 3.553 0.880  -0.228
40 P -0.765 3.091 -0.304  0.673
41 C -1.291 3.702 -1.919  -0.263
42 C 0.581 4.214 0.219  -0.235
43 H -2.027 4.629 1.120  0.060
44 H -2.052 2.926 1.794  0.051
45 H -3.023 3.367 0.387  0.031
46 H -1.559 4.766 -1.849  0.058
47 H -2.228 3.178 -2.241  0.016
48 H -0.550 3.474 -2.707  0.054
49 H 0.234 5.247 0.374  0.057
50 H 1.432 4.159 -0.498  0.061
51 H 0.894 3.809 1.182  0.032
52 Cl -0.693 -7.826 0.827  0.749
53 C -0.540 -6.234 0.403  -0.740
54 C -0.533 -5.243 1.397  -0.094
55 C -0.444 -3.878 1.093  0.012
56 C -0.371 -3.509 -0.262  -0.166
57 C -0.294 -4.457 -1.260  -0.019
58 C -0.458 -5.796 -0.938  -0.086
59 C -0.259 -2.129 -0.717  -0.562
60 O -0.508 -1.776 -1.901  -0.054
61 O 0.043 -1.310 0.280  -0.164
62 H -0.630 -5.609 2.385  0.085
63 H -0.423 -3.081 1.860  0.124
64 H -0.206 -4.200 -2.331  0.132
65 H -0.485 -6.543 -1.721  0.101


Below is a 7-piece molecular cluster, C27H23Cl9N4O8 overall at a distorted geometry, with properties calculated with wB97M-V/def2-TZVPD.

Values from the calculation:
2S+1: 1
Strongest force on any atom in eV Å⁻¹: 2.75
Energy relative to the best compared isomer or geometry (same formula, charge and spin) in kJ/mol: 0.0
Frontier orbital gap in hartree: 0.333

Each line ends with the Löwdin charge.
Geometry (Å):
1 O 0.971 2.835 1.205  0.063
2 N -0.043 2.903 1.880  -0.361
3 O -0.185 2.447 2.974  0.087
4 C -1.207 3.553 1.284  -0.137
5 C -2.380 3.746 2.083  -0.002
6 C -3.540 4.265 1.515  -0.080
7 C -3.501 4.633 0.176  -0.061
8 C -2.321 4.481 -0.581  -0.068
9 C -1.160 3.988 -0.040  -0.031
10 H -2.373 3.535 3.169  0.126
11 H -4.428 4.360 2.150  0.116
12 H -4.446 4.934 -0.284  0.111
13 H -2.297 4.811 -1.618  0.112
14 H -0.234 4.093 -0.643  0.136
15 O -1.129 -2.086 -3.662  0.043
16 N 0.041 -2.093 -3.371  -0.340
17 O 0.739 -3.092 -3.602  0.039
18 C 0.692 -0.886 -2.781  -0.164
19 C -0.151 -0.015 -2.072  -0.015
20 C 0.418 1.071 -1.476  -0.101
21 C 1.769 1.337 -1.689  -0.081
22 C 2.529 0.472 -2.508  -0.081
23 C 2.017 -0.708 -3.015  -0.033
24 H -1.178 -0.262 -1.942  0.091
25 H -0.201 1.639 -0.845  0.062
26 H 2.272 2.141 -1.175  0.101
27 H 3.615 0.716 -2.681  0.122
28 H 2.526 -1.524 -3.558  0.135
29 O -2.357 -0.244 1.265  0.044
30 N -3.152 0.458 0.726  -0.370
31 O -2.960 0.980 -0.335  0.075
32 C -4.474 0.691 1.322  -0.164
33 C -4.487 0.743 2.697  -0.011
34 C -5.752 0.769 3.308  -0.064
35 C -6.837 0.875 2.490  -0.091
36 C -6.818 0.940 1.065  -0.045
37 C -5.565 0.852 0.448  0.004
38 H -3.557 0.756 3.255  0.100
39 H -5.856 0.699 4.401  0.122
40 H -7.814 0.933 2.952  0.103
41 H -7.732 1.055 0.448  0.117
42 H -5.436 0.750 -0.645  0.131
43 O 7.423 -2.960 -5.170  0.041
44 N 8.036 -2.071 -4.536  -0.332
45 O 9.087 -1.559 -4.881  0.089
46 C 7.427 -1.761 -3.271  -0.182
47 C 7.772 -0.583 -2.618  0.009
48 C 7.039 -0.216 -1.475  -0.040
49 C 5.988 -1.075 -1.075  -0.082
50 C 5.671 -2.240 -1.737  -0.059
51 C 6.384 -2.558 -2.901  -0.005
52 H 8.559 0.019 -3.022  0.112
53 H 7.255 0.694 -0.920  0.107
54 H 5.402 -0.794 -0.247  0.084
55 H 4.893 -2.930 -1.362  0.118
56 H 5.968 -3.408 -3.474  0.136
57 Cl -4.169 -3.578 1.224  0.531
58 C -2.871 -4.278 0.266  -1.530
59 Cl -1.563 -4.855 1.302  0.537
60 Cl -2.254 -3.094 -0.886  0.575
61 H -3.280 -5.182 -0.247  0.038
62 Cl -0.394 -2.520 6.620  0.541
63 C -0.476 -1.263 5.403  -1.568
64 Cl -0.588 0.332 6.191  0.505
65 Cl -1.768 -1.485 4.205  0.532
66 H 0.492 -1.166 4.841  0.000
67 Cl 1.888 -1.100 0.525  0.629
68 C 1.107 -2.569 1.098  -1.583
69 Cl 1.370 -2.992 2.747  0.574
70 Cl 1.564 -3.961 0.090  0.507
71 H 0.023 -2.399 1.017  -0.026


DFT total energy for the records above, in order: -5212.55695, -4243.39821, -5495.55669, -6004.92699 Eh